An isolated molecule of C2H5N5O in a non-equilibrium geometry. Source: the OMol25 dataset; level of theory: wB97M-V/def2-TZVPD.

Each line ends with the natural charge from an NBO analysis.
CARTESIAN COORDINATES (ANGSTROEM)
C -1.23502 -0.05783 -0.02932  0.27
C 0.04059 0.63186 -0.15264  0.30
H -3.25062 -0.31456 0.05097  0.42
H -2.57113 1.53042 0.49030  0.43
H 3.10814 0.74896 -0.50658  0.42
H 2.82954 -0.00818 1.12447  0.39
H -0.37177 2.56890 0.04119  0.30
N -2.54069 0.36485 0.11494  -0.83
N -0.91837 -1.29374 -0.03816  -0.13
N 1.01674 -0.21438 -0.06531  0.01
N 2.47387 -0.11191 0.14542  -0.66
N 0.56960 1.94766 -0.09818  -0.78
O 0.40180 -1.60212 -0.06494  -0.16

The calculation puts the maximum force at 8.44 eV Å⁻¹. The calculation puts the energy above the lowest of the compared OMol25 structures with the same formula, charge and spin at 677.51 kJ/mol. The value obtained for the orbital gap is 0.323 Eh. The value obtained for the electronic energy is -427.9651 Eh. Its structure (SMILES) is [H]/N=c1\c(N)non1N. The molar mass comes out at 115.1 g/mol. The value obtained for the HOMO energy is -8.24 eV.